No. 1
The following is a DFT calculation (ωB97M-V/def2-TZVPD) of the molecule C4H8O3S in a non-equilibrium geometry.

Calculated values
* highest occupied orbital energy: -9.39 eV
* frontier orbital gap: 9.797 eV
* max |F|: 0.072 hartree/bohr
* SMILES string: O=CSCOCCO
* total charge: 0
* energy above the lowest of the compared OMol25 structures with the same formula, charge and spin: 2.658 eV

Element x y z (Å)
1 C -2.39059 -0.00562 0.09475
2 C -1.20410 -0.45112 1.01090
3 C 0.25146 -1.04259 -0.82447
4 C 1.63832 1.19379 0.28533
5 H -1.42330 1.66109 -0.33392
6 H -2.74627 -0.94464 -0.52679
7 H -3.31325 0.42774 0.75288
8 H -0.56442 0.49114 1.00997
9 H -1.49024 -0.74675 2.02191
10 H 0.48439 -1.80453 -1.56919
11 H -0.26492 -0.19746 -1.26814
12 H 2.64929 1.73580 0.41369
13 O -1.93707 0.91652 -0.85379
14 O -0.46306 -1.52624 0.33186
15 O 0.51384 1.72936 0.16561
16 S 1.99928 -0.48414 -0.06555



No. 2
The following is a DFT calculation (ωB97M-V/def2-TZVPD) of a structure of composition C16H19N4O6SV.

Calculated values
* <S²>: 2.01
* spin multiplicity: 3
* highest occupied orbital energy (spin up / spin down): -7.78 / -8.04 eV
* frontier orbital gap (spin up / spin down): 7.710 / 8.272 eV
* max |F|: 0.009 hartree/bohr
* total charge: 0

Element x y z (Å)
1 V -0.05342 0.70865 -0.49660
2 O -0.55246 -1.42623 -0.71190
3 C -1.67111 -0.93414 -0.36326
4 O -2.02975 0.19615 -0.79624
5 C -2.42534 -1.57094 0.78235
6 C -3.65246 -0.74771 1.20066
7 C -4.45257 -1.51506 2.26575
8 C -3.57953 -1.28550 3.52613
9 C -2.41226 -0.49509 2.92294
10 O -3.05593 0.31412 1.94492
11 C -1.54784 -1.46829 2.07884
12 C -0.12304 -0.97563 1.88176
13 O 0.80254 -1.64148 2.30617
14 O 0.07391 0.20608 1.32108
15 H -2.64433 -2.61069 0.54082
16 H -4.22274 -0.34072 0.37191
17 H -5.44205 -1.07681 2.38197
18 H -4.57416 -2.56857 2.01242
19 H -4.10164 -0.67750 4.26281
20 H -3.25656 -2.20905 4.00553
21 H -1.85099 0.13182 3.61069
22 H -1.46047 -2.43639 2.56450
23 N 2.82772 -0.75791 0.54932
24 C 3.10311 0.44300 -0.02067
25 C 4.44349 0.83804 -0.20028
26 C 4.72748 2.02525 -0.81971
27 C 3.67915 2.83272 -1.25885
28 C 2.39829 2.38955 -1.05011
29 N 2.08976 1.21717 -0.45517
30 H 3.61540 -1.22715 0.96380
31 H 1.98071 -0.86747 1.10510
32 H 5.23278 0.19843 0.17204
33 H 5.75605 2.33583 -0.95264
34 H 3.85361 3.78224 -1.74196
35 H 1.54958 2.97797 -1.36557
36 C 1.74290 -1.23992 -2.87122
37 C 0.84667 -0.12690 -3.30864
38 N 0.62971 0.03585 -4.61646
39 O 0.32268 0.66447 -2.51183
40 H 2.04871 -1.87456 -3.70015
41 H 1.22056 -1.82455 -2.11574
42 H 2.62462 -0.80722 -2.39825
43 H 1.02570 -0.58556 -5.29693
44 H 0.01167 0.77238 -4.91700
45 S -1.89073 4.99536 -0.11632
46 C -1.10897 3.61379 -0.27752
47 N -0.49846 2.61218 -0.40848



No. 3
The following is a DFT calculation (ωB97M-V/def2-TZVPD) of the ion C5H10N3O3 with charge -1 in a non-equilibrium geometry.

Calculated values
* highest occupied orbital energy (spin up / spin down): -2.02 / -2.03 eV
* frontier orbital gap (spin up / spin down): 5.644 / 5.647 eV
* max |F|: 0.070 hartree/bohr
* total charge: -1
* energy above the lowest of the compared OMol25 structures with the same formula, charge and spin: 2.586 eV

Element x y z (Å)
1 C -0.97347 -2.03599 0.09970
2 C 1.29772 -1.26608 -0.56447
3 C -0.22908 0.29273 -0.00363
4 C 0.06599 1.12539 1.20744
5 C -0.54249 1.20191 -1.18288
6 N 0.23373 -2.25795 -0.52133
7 N -1.25646 -0.74622 0.16437
8 N 2.35780 -1.44144 0.26942
9 O 3.45206 -0.81047 0.02906
10 O -1.83994 -2.88727 0.31096
11 O -2.54656 -0.45172 0.73255
12 H 1.41016 -0.99185 -1.61791
13 H -0.67644 1.82826 1.40970
14 H 0.94713 1.55320 0.96572
15 H 0.04448 0.44169 2.01566
16 H 0.23520 1.23938 -1.90517
17 H -0.66461 2.33448 -0.94567
18 H -1.40444 0.77207 -1.62850
19 H 0.29659 -3.24316 -0.59802
20 H 2.28199 -1.67109 1.33696
21 H -3.12734 -1.18792 0.74620



No. 4
The following is a DFT calculation (ωB97M-V/def2-TZVPD) of a structure of composition C34H22ClN7OTc in a non-equilibrium geometry.

Calculated values
* <S²>: 3.84
* spin multiplicity: 4
* highest occupied orbital energy (spin up / spin down): -12.90 / -12.89 eV
* frontier orbital gap (spin up / spin down): 6.185 / 3.307 eV
* max |F|: 0.064 hartree/bohr
* total charge: +2

Element x y z (Å)
1 Tc -0.04568 -0.33702 0.21229
2 C 2.29913 1.04441 3.64586
3 C 1.86413 2.40416 3.86449
4 C 0.75537 2.81534 3.14863
5 C 0.02704 1.91496 2.34054
6 N 0.46099 0.65136 2.07649
7 C 1.53592 0.23548 2.83198
8 N -1.10692 2.39528 1.79458
9 C -1.97969 1.79279 1.04577
10 N -1.88421 0.55911 0.36533
11 C -2.95281 0.45551 -0.51692
12 N -3.09813 -0.40272 -1.47604
13 C -2.16700 -1.28371 -1.96520
14 C -2.65343 -2.16967 -2.99256
15 C -1.78687 -2.74848 -3.87612
16 C -0.40462 -2.34857 -3.80424
17 C 0.02524 -1.62735 -2.72827
18 N -0.81707 -1.13109 -1.75448
19 C -3.82104 1.62413 -0.36991
20 C -5.01091 2.05738 -0.94244
21 C -5.67432 3.15359 -0.38609
22 C -5.11353 3.83894 0.69119
23 C -3.92681 3.42131 1.28027
24 C -3.25983 2.34057 0.70037
25 H 3.14761 0.63925 4.19795
26 H 2.27090 3.07088 4.64823
27 H 0.27896 3.79888 3.33173
28 H 1.77721 -0.83447 2.80412
29 H -3.74070 -2.15172 -3.09755
30 H -2.12607 -3.41912 -4.64325
31 H 0.33872 -2.75734 -4.50882
32 H 1.02872 -1.28200 -2.66037
33 H -5.35815 1.57436 -1.87073
34 H -6.63278 3.48417 -0.89067
35 H -5.59485 4.73186 1.09743
36 H -3.50588 3.92603 2.15032
37 Cl 5.28739 4.58105 -1.10275
38 C 3.88422 3.63238 -1.06636
39 C 2.59584 4.22694 -1.06705
40 C 1.45752 3.49416 -1.01440
41 C 1.43440 2.14010 -0.76705
42 O 0.29957 1.48983 -0.83555
43 C 2.74300 1.48791 -0.65092
44 C 2.87846 0.09978 -0.37051
45 N 1.86953 -0.79297 -0.26034
46 C 2.18622 -2.14643 -0.08573
47 C 3.33934 -2.80089 -0.54431
48 C 3.36882 -4.20029 -0.50958
49 C 2.31442 -4.97608 -0.08007
50 C 1.24115 -4.35645 0.62184
51 C 0.14433 -5.09959 1.18615
52 C -1.00133 -4.41905 1.46465
53 C -1.07084 -3.01897 1.34661
54 N -0.02407 -2.28455 0.88542
55 C 1.11342 -2.96267 0.44778
56 C 3.95372 2.24836 -0.84193
57 H 2.55151 5.33836 -1.10075
58 H 0.44250 3.87892 -1.06434
59 H 3.93973 -0.27678 -0.40324
60 H 4.15558 -2.19062 -0.88457
61 H 4.26849 -4.69781 -0.85384
62 H 2.31755 -6.01988 -0.35810
63 H 0.17904 -6.15435 1.46642
64 H -1.91238 -4.95078 1.87148
65 H -2.03178 -2.49451 1.58939
66 H 4.92600 1.78836 -0.76228



No. 5
The following is a DFT calculation (ωB97M-V/def2-TZVPD) of a cluster of 4 separate species, C11H18N4O3 in total in a non-equilibrium geometry.

Calculated values
* highest occupied orbital energy: -6.91 eV
* frontier orbital gap: 7.251 eV
* max |F|: 0.181 hartree/bohr
* total charge: 0
* energy above the lowest of the compared OMol25 structures with the same formula, charge and spin: 15.282 eV

Element x y z (Å)
1 C -0.49245 0.91223 -2.23332
2 O 0.58677 1.75540 -1.77065
3 C 0.88883 1.76154 -0.47346
4 O 0.42383 1.01228 0.42649
5 O 1.61180 2.84900 -0.16824
6 C 1.77697 3.27830 1.14678
7 H -0.55091 -0.10260 -1.83990
8 H -0.24196 0.75532 -3.28247
9 H -1.42156 1.47728 -2.30796
10 H 2.39621 2.62076 1.75694
11 H 0.85056 3.53973 1.65815
12 H 2.39046 4.14926 1.37731
13 C 2.43711 0.46570 1.74409
14 C 2.66738 -0.54591 0.73101
15 N 2.88464 -1.35691 -0.04587
16 H 3.27363 0.39221 2.43903
17 H 1.47790 0.30469 2.23613
18 H 2.43575 1.44701 1.26962
19 C -2.85826 -3.81134 -1.13875
20 C -2.19610 -2.61505 -0.65374
21 N -1.59730 -1.69809 -0.28260
22 H -2.33677 -4.73722 -0.89602
23 H -2.96445 -3.83909 -2.22321
24 H -3.86106 -3.86374 -0.71479
25 C -1.50282 1.36952 1.75273
26 C -1.58054 0.56458 0.48612
27 N -1.64759 -0.09551 -0.44951
28 H -2.10546 0.81714 2.47371
29 H -2.11452 2.26649 1.65601
30 H -0.47518 1.63541 2.00039
31 C 0.38955 -1.49180 -0.39489
32 C 0.13565 -2.34659 -1.57600
33 N -0.07343 -3.02505 -2.49343
34 H -0.04260 -0.49205 -0.43807
35 H 1.44057 -1.27342 -0.20580
36 H -0.00466 -2.07948 0.43416



Here are the calculated molar mass numbers, same order: 136.17 446.36 160.15 678.05 254.29 (g mol⁻¹).